1.
Computed, not measured: a structure of composition C28H59B2Cl2CsI2N2NaO19S2, with the ωB97M-V functional and the def2-TZVPD basis.

Cartesian coordinates (Å):
Cs (-6.975, -0.849, -1.063)
I (0.226, 3.230, 4.062)
I (-0.785, 6.416, 2.653)
Cl (-5.873, 1.840, 5.061)
Cl (-8.368, 1.330, 6.504)
S (-1.474, -3.936, 5.071)
S (-5.350, 0.718, 0.551)
Na (6.428, 2.016, 2.775)
O (0.949, -2.659, -5.498)
O (-6.758, 1.038, 0.530)
O (1.106, 1.207, -3.380)
O (7.326, 2.288, -0.919)
O (2.799, -1.629, 1.337)
O (3.759, 2.880, 0.153)
O (1.834, 3.299, -3.568)
O (-5.214, -0.718, 0.258)
O (-2.234, -1.659, -1.021)
O (-2.572, -3.024, 5.284)
O (4.875, -0.552, 0.985)
O (-0.226, -3.784, 5.774)
O (-2.367, 5.452, 5.979)
O (0.360, 2.790, -1.961)
O (-1.292, -1.997, 0.968)
O (2.945, 3.656, 2.242)
O (0.457, -5.726, -0.126)
O (-3.300, 3.605, 0.660)
O (-4.647, 1.608, -0.482)
N (1.597, 2.087, 0.854)
N (-0.417, 1.375, 0.720)
C (0.139, 4.887, 1.441)
C (5.101, 2.490, 0.538)
C (0.366, 0.455, 0.071)
C (2.174, -3.685, -7.376)
C (-0.920, -5.537, 3.067)
C (-0.385, 5.100, 0.034)
C (-2.014, -6.257, 3.868)
C (1.039, 2.464, -2.887)
C (7.141, 1.722, -2.135)
C (-2.216, 1.033, 2.374)
C (-0.586, -4.548, -5.190)
C (-1.204, -1.526, -0.121)
C (-1.133, -4.048, 3.320)
C (-0.232, 3.500, 1.958)
C (2.714, 2.490, -4.384)
C (1.839, 1.287, -4.625)
C (-3.495, 0.217, 2.574)
C (1.648, 0.892, 0.148)
C (2.076, -3.436, -5.882)
C (-2.048, -5.629, 5.269)
C (0.010, -0.804, -0.645)
C (-1.867, 1.364, 0.912)
C (2.829, 0.204, -0.448)
C (0.330, 2.359, 1.196)
C (-4.689, 1.088, 2.138)
C (3.157, 3.226, -5.622)
C (-6.840, 0.648, 5.958)
C (-0.320, -3.198, -5.827)
B (2.820, 2.889, 1.103)
B (3.545, -0.700, 0.658)
H (-3.648, 4.460, 0.928)
H (-1.058, -2.481, -5.466)
H (0.008, -4.902, 0.092)
H (6.141, 1.198, -2.294)
H (5.655, 3.345, 0.930)
H (-3.322, 5.342, 5.949)
H (2.344, 3.309, -6.344)
H (-1.375, 0.589, 2.896)
H (0.849, -1.471, -0.487)
H (-2.978, -6.111, 3.378)
H (-5.517, 1.045, 2.839)
H (-1.586, -4.897, -5.444)
H (-4.342, 2.127, 2.120)
H (-2.391, 1.982, 2.875)
H (-3.050, -5.615, 5.688)
H (1.198, 5.097, 1.499)
H (3.079, -4.247, -7.604)
H (-0.053, -0.659, -1.719)
H (-7.044, -0.191, 5.305)
H (5.437, -0.604, 0.200)
H (3.583, 2.233, -3.771)
H (2.951, -2.872, -5.554)
H (-0.243, 6.124, -0.282)
H (3.482, 0.944, -0.897)
H (-2.192, 2.389, 0.729)
H (-0.504, -4.479, -4.104)
H (-1.317, 3.461, 1.919)
H (-0.442, -3.246, -6.913)
H (0.114, 4.437, -0.660)
H (-2.138, 5.803, 5.110)
H (-2.009, -3.680, 2.790)
H (-1.368, -6.132, 5.954)
H (-1.834, -7.329, 3.923)
H (0.064, -5.841, 3.431)
H (-3.451, -0.755, 2.094)
H (7.868, 0.930, -2.426)
H (1.324, -4.255, -7.753)
H (3.192, 3.116, 2.998)
H (3.056, -2.525, 1.104)
H (4.973, 1.727, 1.337)
H (7.180, 2.418, -3.003)
H (3.988, 2.706, -6.096)
H (-6.270, 0.326, 6.820)
H (3.473, 4.237, -5.372)
H (5.624, 2.051, -0.313)
H (-1.446, 4.855, 0.026)
H (-2.381, 0.751, 0.189)
H (2.390, 0.375, -4.804)
H (1.121, 1.437, -5.433)
H (2.514, -0.452, -1.252)
H (-3.626, 0.016, 3.632)
H (-0.267, -3.436, 3.078)
H (2.205, -2.740, -7.920)
H (2.091, -4.382, -5.330)
H (-0.973, -5.773, 2.008)
H (-4.257, 2.423, 0.028)
H (-2.857, -0.934, -0.880)
H (0.125, -5.304, -5.525)
H (1.355, -5.457, -0.343)

## Properties
electronic energy: -141104.2326 eV
M: 1294.142 g/mol
HOMO-LUMO gap: 4.41 eV
F_max: 0.1763 hartree/bohr
HOMO energy: -8.22 eV
net charge: +1

---

2.
Computed, not measured: the molecule C10H18Si, with the ωB97M-V functional and the def2-TZVPD basis.

Cartesian coordinates (Å):
Si (-0.572, -0.614, -0.770)
C (1.467, -0.426, -0.453)
C (-1.343, 1.104, 1.508)
C (-0.618, 0.798, -2.073)
C (3.048, 1.279, -0.575)
C (2.920, 0.713, -1.881)
C (2.070, -0.342, -1.832)
C (-2.745, -1.065, 0.961)
C (-1.385, -0.403, 1.066)
C (2.267, 0.629, 0.281)
C (-0.522, -1.108, 2.090)
H (1.503, -1.384, 0.133)
H (3.580, 1.095, -2.805)
H (-0.310, 1.405, 1.407)
H (2.107, 0.847, 1.302)
H (-1.916, 1.662, 0.831)
H (-2.694, -2.146, 0.738)
H (0.554, -1.053, 1.907)
H (1.580, -0.891, -2.694)
H (-0.744, -2.229, 2.101)
H (-0.233, 1.670, -1.679)
H (-1.811, 1.241, 2.540)
H (-1.565, 1.164, -2.561)
H (-3.280, -0.644, 0.169)
H (-0.799, -0.800, 3.038)
H (-3.206, -1.004, 1.953)
H (3.709, 2.191, -0.403)
H (-0.997, -1.983, -1.431)
H (-0.064, 0.295, -2.869)

## Properties
electronic energy: -18533.8199 eV
M: 166.340 g/mol
2S+1: 3
HOMO-LUMO gap (alpha / beta): 5.69 / 7.25 eV
F_max: 0.1517 hartree/bohr
HOMO energy (alpha / beta): -4.84 / -8.96 eV

---

3.
Computed, not measured: a structure of composition C35H32Cl5N3O5PRb, with the ωB97M-V functional and the def2-TZVPD basis.

Cartesian coordinates (Å):
Rb (-0.093, 0.454, 0.063)
Cl (-2.175, 4.276, -2.087)
Cl (-5.476, 5.308, 2.059)
Cl (-4.842, 2.502, 3.262)
Cl (-4.172, 6.182, -0.637)
Cl (-2.935, 0.556, 1.740)
P (-0.135, -1.911, 2.383)
O (2.708, 2.756, 0.009)
O (1.058, -2.619, -1.639)
O (2.874, -3.486, -2.652)
O (1.859, 1.288, 1.490)
O (0.335, 1.630, -2.162)
N (-2.485, -1.004, -1.607)
N (2.558, -0.521, -0.705)
N (-2.866, -2.908, -3.152)
C (-0.586, -2.794, 3.960)
C (-0.346, -3.332, 1.237)
C (-4.394, 4.236, 1.231)
C (-2.673, -1.894, -2.320)
C (-2.368, -3.225, -5.541)
C (-3.249, 2.134, 1.060)
C (-2.610, 2.462, -0.131)
C (-1.833, -3.312, -4.096)
C (1.680, -1.913, 2.621)
C (3.571, -1.117, 3.896)
C (2.557, -2.511, 1.721)
C (-3.544, -2.250, -5.605)
C (4.665, 0.558, -0.425)
C (-4.217, -3.354, -3.437)
C (-1.464, 0.965, -5.833)
C (2.204, -1.202, 3.701)
C (2.542, 1.617, 0.499)
C (3.288, 0.490, -0.233)
C (4.519, -1.484, -1.654)
C (-3.796, 4.618, 0.035)
C (-0.773, 1.123, -4.644)
C (-0.294, 3.405, -5.224)
C (-0.180, 2.345, -4.333)
C (-1.007, 3.253, -6.404)
C (4.440, -1.726, 2.999)
C (3.929, -2.415, 1.911)
C (-4.723, -2.781, -4.782)
C (3.150, -1.485, -1.408)
C (0.528, 2.465, -3.013)
C (-4.111, 2.978, 1.756)
C (1.444, 3.632, -2.777)
C (2.274, -2.650, -1.941)
C (-1.590, 2.034, -6.713)
C (5.289, -0.450, -1.140)
C (-2.921, 3.732, -0.590)
H (-1.638, -3.082, 3.915)
H (1.532, -0.683, 4.375)
H (-0.687, 0.317, -3.925)
H (-1.111, 4.089, -7.086)
H (-1.414, -3.553, 1.169)
H (-0.450, -2.133, 4.817)
H (4.938, -2.289, -2.240)
H (3.964, -0.546, 4.730)
H (0.033, -3.684, 4.090)
H (2.046, 3.864, -3.658)
H (0.836, 4.507, -2.527)
H (2.178, -3.019, 0.843)
H (-1.910, 0.010, -6.079)
H (2.070, 3.407, -1.910)
H (-5.241, -3.567, -5.338)
H (4.599, -2.858, 1.183)
H (-2.152, 1.915, -7.632)
H (6.361, -0.432, -1.308)
H (-1.515, -4.334, -3.868)
H (-0.970, -2.665, -3.950)
H (5.215, 1.396, -0.016)
H (0.152, 4.363, -4.987)
H (0.014, -3.063, 0.238)
H (5.512, -1.643, 3.138)
H (0.187, -4.214, 1.598)
H (-5.435, -1.974, -4.605)
H (-4.211, -4.449, -3.469)
H (-4.859, -3.046, -2.614)
H (-2.706, -4.209, -5.879)
H (-1.568, -2.907, -6.210)
H (-3.233, -1.284, -5.200)
H (-3.855, -2.085, -6.639)

## Properties
electronic energy: -124081.1529 eV
M: 868.364 g/mol
HOMO-LUMO gap: 6.39 eV
F_max: 0.0263 hartree/bohr
HOMO energy: -2.63 eV
net charge: -2

---

4.
Computed, not measured: the molecule C3H6O, with the ωB97M-V functional and the def2-TZVPD basis.

Cartesian coordinates (Å):
O (0.587, -0.425, 0.577)
C (-0.502, -0.840, -0.082)
C (1.607, -0.045, -0.337)
C (-1.595, 0.079, 0.363)
H (-1.224, 0.890, 1.003)
H (2.557, -0.538, -0.143)
H (1.246, -0.246, -1.349)
H (-2.475, -0.414, 0.771)
H (1.694, 1.035, -0.192)
H (-1.895, 0.503, -0.611)

## Properties
electronic energy: -5251.9343 eV
M: 58.080 g/mol
HOMO-LUMO gap: 8.99 eV
F_max: 0.0112 hartree/bohr
HOMO energy: -8.27 eV

---

Copy entry 3 word for word.
Computed, not measured: a structure of composition C35H32Cl5N3O5PRb, with the ωB97M-V functional and the def2-TZVPD basis.

Cartesian coordinates (Å):
Rb (-0.093, 0.454, 0.063)
Cl (-2.175, 4.276, -2.087)
Cl (-5.476, 5.308, 2.059)
Cl (-4.842, 2.502, 3.262)
Cl (-4.172, 6.182, -0.637)
Cl (-2.935, 0.556, 1.740)
P (-0.135, -1.911, 2.383)
O (2.708, 2.756, 0.009)
O (1.058, -2.619, -1.639)
O (2.874, -3.486, -2.652)
O (1.859, 1.288, 1.490)
O (0.335, 1.630, -2.162)
N (-2.485, -1.004, -1.607)
N (2.558, -0.521, -0.705)
N (-2.866, -2.908, -3.152)
C (-0.586, -2.794, 3.960)
C (-0.346, -3.332, 1.237)
C (-4.394, 4.236, 1.231)
C (-2.673, -1.894, -2.320)
C (-2.368, -3.225, -5.541)
C (-3.249, 2.134, 1.060)
C (-2.610, 2.462, -0.131)
C (-1.833, -3.312, -4.096)
C (1.680, -1.913, 2.621)
C (3.571, -1.117, 3.896)
C (2.557, -2.511, 1.721)
C (-3.544, -2.250, -5.605)
C (4.665, 0.558, -0.425)
C (-4.217, -3.354, -3.437)
C (-1.464, 0.965, -5.833)
C (2.204, -1.202, 3.701)
C (2.542, 1.617, 0.499)
C (3.288, 0.490, -0.233)
C (4.519, -1.484, -1.654)
C (-3.796, 4.618, 0.035)
C (-0.773, 1.123, -4.644)
C (-0.294, 3.405, -5.224)
C (-0.180, 2.345, -4.333)
C (-1.007, 3.253, -6.404)
C (4.440, -1.726, 2.999)
C (3.929, -2.415, 1.911)
C (-4.723, -2.781, -4.782)
C (3.150, -1.485, -1.408)
C (0.528, 2.465, -3.013)
C (-4.111, 2.978, 1.756)
C (1.444, 3.632, -2.777)
C (2.274, -2.650, -1.941)
C (-1.590, 2.034, -6.713)
C (5.289, -0.450, -1.140)
C (-2.921, 3.732, -0.590)
H (-1.638, -3.082, 3.915)
H (1.532, -0.683, 4.375)
H (-0.687, 0.317, -3.925)
H (-1.111, 4.089, -7.086)
H (-1.414, -3.553, 1.169)
H (-0.450, -2.133, 4.817)
H (4.938, -2.289, -2.240)
H (3.964, -0.546, 4.730)
H (0.033, -3.684, 4.090)
H (2.046, 3.864, -3.658)
H (0.836, 4.507, -2.527)
H (2.178, -3.019, 0.843)
H (-1.910, 0.010, -6.079)
H (2.070, 3.407, -1.910)
H (-5.241, -3.567, -5.338)
H (4.599, -2.858, 1.183)
H (-2.152, 1.915, -7.632)
H (6.361, -0.432, -1.308)
H (-1.515, -4.334, -3.868)
H (-0.970, -2.665, -3.950)
H (5.215, 1.396, -0.016)
H (0.152, 4.363, -4.987)
H (0.014, -3.063, 0.238)
H (5.512, -1.643, 3.138)
H (0.187, -4.214, 1.598)
H (-5.435, -1.974, -4.605)
H (-4.211, -4.449, -3.469)
H (-4.859, -3.046, -2.614)
H (-2.706, -4.209, -5.879)
H (-1.568, -2.907, -6.210)
H (-3.233, -1.284, -5.200)
H (-3.855, -2.085, -6.639)

## Properties
electronic energy: -124081.1529 eV
M: 868.364 g/mol
HOMO-LUMO gap: 6.39 eV
F_max: 0.0263 hartree/bohr
HOMO energy: -2.63 eV
net charge: -2